No. 1
Density functional theory data (the ωB97M-V functional and the def2-TZVPD basis) for a 3-piece molecular cluster, CH10N3O2 overall at a distorted geometry.

```
16
Properties=species:S:1:pos:R:3:forces:R:3:lowdin_charge:R:1
N -1.523 -0.170 -0.232 0.32 -0.37 -0.91 0.07
C -1.105 0.769 -1.156 -0.50 1.06 0.01 -0.56
N -0.086 1.654 -0.803 -0.25 -0.12 0.48 0.08
N -1.502 0.681 -2.502 0.11 0.06 0.13 0.05
H -0.942 -0.327 0.576 -0.24 -0.03 0.14 0.03
H -2.505 -0.369 -0.217 -0.07 0.01 0.45 0.07
H 0.375 2.217 -1.490 0.01 -0.13 -0.33 0.06
H 0.494 1.353 -0.041 0.35 -0.10 0.16 0.04
H -1.742 -0.271 -2.770 0.23 -0.10 -0.13 0.05
H -0.797 1.088 -3.119 -0.10 -0.29 -0.11 0.05
H 1.272 -0.844 1.677 -0.13 0.23 0.25 0.01
H 0.558 0.147 2.642 0.07 -0.07 0.02 0.05
O 0.613 -0.127 1.723 0.10 -0.03 -0.14 -0.07
H 3.071 -2.048 2.923 0.02 -0.05 -0.05 0.06
H 2.892 -2.834 1.607 -0.01 0.03 0.05 0.06
O 2.629 -2.031 2.069 0.08 -0.09 -0.02 -0.04
```
Positions in Å, forces in eV/Å.

The net charge is 0. The expectation value of S² is 0.7539. As for the spin multiplicity: 2. The value obtained for the strongest force on any atom is 0.02276 hartree/bohr. For the frontier orbital gap (spin up / spin down), the calculation gives 3.8 / 9.1 eV. The calculation puts the energy above the lowest of the compared OMol25 structures with the same formula, charge and spin at 0.0 kJ/mol.

***

No. 2
Density functional theory data (the ωB97M-V functional and the def2-TZVPD basis) for a 2-piece molecular cluster, C9H14OS3 overall at a distorted geometry.

```
27
Properties=species:S:1:pos:R:3:forces:R:3:lowdin_charge:R:1
C 0.781 -1.431 0.169 -3.52 -2.08 0.72 0.03
C -0.159 -3.297 -1.175 -2.95 -1.43 0.68 -0.24
C 0.945 -2.459 -0.678 1.66 -0.57 -1.58 -0.31
C 0.495 3.301 1.078 5.21 -2.78 1.05 -0.28
C -0.064 2.067 1.856 -2.33 0.95 -1.15 -0.44
C 1.204 2.693 -0.184 0.91 1.53 1.16 -0.52
C -1.049 1.177 -0.550 1.77 0.08 -0.81 -1.29
C 2.321 -2.856 -1.243 1.37 0.54 1.46 -0.06
C -3.407 -0.395 -0.773 -0.93 3.33 -1.24 -0.40
O -0.214 -4.352 -1.818 1.31 2.37 0.95 0.03
S -1.643 1.689 0.999 -0.69 -0.14 0.28 0.83
S 0.550 1.490 -1.051 -2.18 -0.61 -0.25 0.92
S -2.083 0.405 -1.770 0.54 -0.09 0.55 0.73
H -0.194 -1.240 0.792 1.81 -0.25 -1.72 0.12
H -1.152 -2.930 -0.745 0.66 -0.07 -0.48 0.12
H -0.086 4.107 0.800 -2.00 1.21 -0.08 0.06
H 1.317 3.705 1.780 -0.93 -0.28 -1.27 0.12
H 0.472 1.136 1.729 0.78 0.32 0.33 0.05
H -0.382 2.252 2.890 0.32 -0.03 -0.27 0.08
H 2.280 2.903 -0.439 -1.35 -0.36 0.42 0.06
H 1.645 -0.973 0.478 1.81 1.41 0.83 0.03
H 3.178 -2.413 -0.596 -1.45 -1.06 -0.81 0.10
H 2.427 -3.947 -1.384 -0.17 0.43 0.68 0.08
H 2.583 -2.507 -2.226 -0.55 0.62 -0.65 0.06
H -4.025 -0.831 -1.598 0.41 -0.15 1.25 0.05
H -3.938 0.550 -0.379 0.30 -1.84 -0.37 0.04
H -3.064 -0.959 0.057 0.19 -1.01 0.31 0.01
```
Positions in Å, forces in eV/Å.

The net charge is 0. As for the spin multiplicity: 1. The value obtained for the strongest force on any atom is 0.11655 hartree/bohr. For the frontier orbital gap (spin up / spin down), the calculation gives 6.6 / 6.6 eV. The calculation puts the energy above the lowest of the compared OMol25 structures with the same formula, charge and spin at 269.5 kJ/mol.

***

No. 3
Density functional theory data (the ωB97M-V functional and the def2-TZVPD basis) for one molecule with the formula C5H6O2.

```
13
Properties=species:S:1:pos:R:3:forces:R:3:lowdin_charge:R:1
O -1.144 2.552 0.760 -0.24 -0.08 -0.14 -0.05
C -0.406 1.595 1.483 0.21 -0.07 0.34 -0.28
C 0.004 0.425 0.717 0.33 -0.49 0.14 0.02
C 0.441 -0.613 0.294 -0.27 0.53 0.20 -0.05
C 0.840 -1.725 -0.548 -0.07 -0.07 0.00 -0.14
C 0.279 -1.208 -1.893 -0.26 -0.24 -0.17 -0.26
O -0.666 -1.681 -2.468 0.52 -0.08 0.30 0.06
H -1.916 2.099 0.398 0.06 0.17 -0.02 0.09
H -0.956 1.223 2.358 0.03 0.22 0.01 0.12
H 0.508 2.083 1.831 -0.19 0.15 0.09 0.13
H 0.375 -2.656 -0.209 -0.07 0.11 -0.38 0.12
H 1.930 -1.855 -0.498 -0.21 0.12 -0.41 0.12
H 0.712 -0.240 -2.224 0.16 -0.27 0.05 0.13
```
Positions in Å, forces in eV/Å.

The net charge is 0. As for the spin multiplicity: 1. The value obtained for the strongest force on any atom is 0.01224 hartree/bohr. For the frontier orbital gap, the calculation gives 10.5 eV. The SMILES is O=CCC#CCO. The calculation puts the energy above the lowest of the compared OMol25 structures with the same formula, charge and spin at 250.8 kJ/mol.

***

No. 4
Density functional theory data (the ωB97M-V functional and the def2-TZVPD basis) for a 4-piece molecular cluster, C14H34BN2O6 overall at a distorted geometry.

```
57
Properties=species:S:1:pos:R:3:forces:R:3:lowdin_charge:R:1
C -0.548 4.443 -2.556 -0.06 -0.73 -1.24 0.06
C -0.214 3.264 -2.637 -0.31 -0.03 -0.18 -0.02
C -0.019 1.701 -2.899 0.97 1.04 0.04 -0.42
N -0.490 1.547 -4.313 -2.06 -0.12 0.45 -0.02
C -1.258 0.295 -4.545 0.04 -1.05 -1.51 -0.25
C -0.287 -0.969 -4.738 0.58 0.72 0.18 -0.08
C 1.524 1.209 -2.924 0.12 0.92 1.94 -0.13
O 1.511 -0.068 -2.252 -0.42 1.04 -2.36 -0.05
B 0.333 0.005 -1.345 2.17 1.59 3.54 -0.97
C 1.001 0.849 -0.035 0.21 -0.02 1.15 -0.06
C 2.326 0.146 0.512 -0.34 0.89 -1.08 -0.39
C 3.658 0.946 0.113 -0.85 -0.35 1.16 -0.07
O 2.226 0.024 1.963 1.20 0.46 0.37 -0.12
N -0.129 -1.280 -0.669 -0.52 -0.72 -2.31 0.07
C -1.338 -1.887 -1.295 0.12 -1.90 0.84 -0.27
C -1.137 -3.451 -1.679 -1.18 0.80 -0.57 -0.10
O -0.651 0.977 -1.859 -0.11 0.18 -2.82 0.04
H -0.938 5.453 -2.852 0.80 -1.61 0.94 0.03
H -1.162 2.305 -4.520 0.56 -0.47 0.32 0.09
H -2.086 0.114 -3.800 1.04 0.09 -0.52 0.10
H -1.773 0.423 -5.558 0.60 0.05 1.28 0.11
H 0.761 -0.563 -4.930 -1.36 -0.50 0.26 0.08
H -0.548 -1.580 -5.654 -0.02 0.53 1.18 0.06
H -0.202 -1.598 -3.807 -0.18 0.58 -1.12 0.05
H 2.080 1.235 -3.904 -1.19 -0.46 0.69 0.12
H 2.054 2.025 -2.314 -0.31 -1.22 -0.34 0.11
H 1.170 1.951 -0.262 0.15 -1.05 0.31 0.09
H 0.192 0.817 0.773 1.22 0.05 -0.79 0.10
H 2.465 -0.905 0.104 -0.43 1.14 0.58 0.13
H 3.443 2.039 0.320 0.43 -1.08 -0.47 0.08
H 4.463 0.602 0.846 -0.65 0.37 -1.12 0.07
H 3.955 0.761 -0.958 -0.36 0.28 1.19 0.08
H 2.794 0.729 2.342 -0.61 -0.58 -0.39 0.07
H 0.670 -1.930 -0.744 -0.71 0.32 0.04 0.09
H -1.681 -1.389 -2.247 0.18 -0.16 1.28 0.08
H -2.138 -1.900 -0.487 0.79 0.30 -1.39 0.09
H -1.178 -3.531 -2.817 0.48 -0.13 1.43 0.06
H -0.183 -3.880 -1.259 -1.09 0.35 -0.43 0.06
H -2.069 -4.007 -1.324 1.42 0.42 -0.26 0.06
C 2.740 0.148 5.503 -0.01 -0.16 -0.44 -0.15
O 1.793 -0.881 5.246 0.13 0.05 0.08 -0.13
H 2.745 0.364 6.572 -0.01 -0.08 -0.04 0.07
H 3.735 -0.182 5.196 0.09 0.19 0.08 0.08
H 2.459 1.051 4.953 0.16 0.11 0.07 0.08
H 1.810 -1.051 4.293 -0.21 0.09 0.06 0.08
C -5.716 -1.638 -0.601 0.32 0.27 0.00 -0.16
O -4.322 -1.621 -0.870 -0.42 0.00 0.01 -0.14
H -6.100 -2.637 -0.810 0.10 0.04 -0.01 0.07
H -5.894 -1.395 0.450 -0.25 -0.04 -0.01 0.07
H -6.226 -0.914 -1.242 -0.24 -0.06 0.07 0.07
H -4.006 -0.729 -0.678 0.20 -0.22 -0.11 0.08
C -0.101 1.059 7.879 0.17 -0.33 -0.27 -0.17
O 0.288 -0.288 7.668 0.05 0.15 0.14 -0.13
H -0.651 1.122 8.818 0.04 -0.05 -0.04 0.07
H 0.786 1.697 7.937 -0.12 0.23 0.05 0.07
H -0.746 1.391 7.060 -0.03 0.23 0.09 0.08
H 0.774 -0.318 6.830 -0.30 -0.40 0.00 0.02
```
Positions in Å, forces in eV/Å.

The net charge is -1. As for the spin multiplicity: 1. The value obtained for the strongest force on any atom is 0.08644 hartree/bohr. For the frontier orbital gap, the calculation gives 6.7 eV.

***

No. 5
Density functional theory data (the ωB97M-V functional and the def2-TZVPD basis) for C4H4NO5PSSr as an isolated structure at a distorted geometry.

```
17
Properties=species:S:1:pos:R:3:forces:R:3:lowdin_charge:R:1
N 2.778 1.034 0.642 -1.85 -0.50 -0.39 -0.08
P 1.907 -0.006 -0.113 2.78 1.84 1.43 0.54
O 2.349 -0.147 -1.675 -1.67 -0.73 1.46 -0.10
O 2.070 -1.438 0.680 -1.41 0.71 -2.51 -0.15
C 0.117 0.530 -0.021 -0.54 -2.03 -0.22 -0.08
C -0.951 -0.257 0.295 -0.68 1.38 -0.60 -0.40
S -1.007 -2.055 0.691 2.82 0.75 -0.76 0.73
C -2.209 0.738 0.268 1.36 -1.45 -0.07 -0.41
O -3.208 0.618 0.959 0.55 -0.60 -1.55 0.05
O -1.845 1.695 -0.617 -1.48 0.17 2.13 0.17
C -0.469 1.954 -0.264 0.18 -3.48 -0.55 -0.35
O -0.013 2.992 -0.182 0.99 2.41 0.00 0.33
H 2.190 1.792 1.003 0.76 0.16 -0.11 0.01
H 1.681 -0.590 -2.232 0.52 0.06 -0.15 0.10
H 1.823 -2.138 0.041 0.57 -0.30 0.57 0.07
H -1.709 -2.633 -0.392 1.39 0.79 0.09 -0.08
Sr -3.506 -2.088 0.919 -4.28 0.82 1.22 1.66
```
Positions in Å, forces in eV/Å.

The net charge is +2. As for the spin multiplicity: 1. The value obtained for the strongest force on any atom is 0.08799 hartree/bohr. For the frontier orbital gap, the calculation gives 5.7 eV.

***

No. 6
Density functional theory data (the ωB97M-V functional and the def2-TZVPD basis) for one molecule with the formula C5H8O.

```
14
Properties=species:S:1:pos:R:3:forces:R:3:lowdin_charge:R:1
C -1.446 -0.865 -0.353 0.00 -0.10 0.04 -0.06
C -0.657 0.427 -0.368 -0.08 0.01 -0.08 -0.30
C -0.076 1.035 0.858 -0.08 0.07 0.17 -0.08
C 0.854 0.480 -0.204 0.25 -0.01 -0.12 -0.20
C 1.649 -0.713 0.172 0.17 0.02 -0.09 -0.25
O 2.768 -0.934 -0.229 -0.43 0.05 0.13 0.05
H -2.438 -0.705 0.087 0.19 -0.02 -0.10 0.08
H -1.584 -1.239 -1.375 0.05 0.04 0.22 0.08
H -0.947 -1.651 0.224 -0.14 0.17 -0.08 0.07
H -1.024 1.147 -1.097 0.10 -0.10 0.09 0.13
H -0.142 0.470 1.785 0.01 0.06 -0.15 0.11
H -0.102 2.113 0.983 -0.01 -0.17 -0.02 0.11
H 1.401 1.176 -0.834 -0.10 -0.07 0.11 0.14
H 1.168 -1.399 0.906 0.08 0.06 -0.13 0.13
```
Positions in Å, forces in eV/Å.

The net charge is 0. As for the spin multiplicity: 1. The value obtained for the strongest force on any atom is 0.00877 hartree/bohr. For the frontier orbital gap, the calculation gives 10.8 eV. The SMILES is C[C@H]1C[C@H]1C=O. The calculation puts the energy above the lowest of the compared OMol25 structures with the same formula, charge and spin at 111.5 kJ/mol.